Entry 1:
Molecular formula: C44H45GeN4OPtSTe
Method: DFT, ωB97M-V with the def2-TZVPD basis set

XYZ file:
```
98
C44H45GeN4OPtSTe | OMol25 | ωB97M-V with the def2-TZVPD basis set
Pt -1.62 -0.87 -0.86
N -4.93 1.71 -0.42
C -4.70 2.51 0.73
C -5.16 3.81 0.78
C -4.90 4.57 1.92
C -4.16 4.03 2.96
C -3.67 2.73 2.88
C -3.96 1.96 1.77
S -3.53 0.26 1.70
N -3.26 0.11 -0.01
C -4.03 0.78 -0.82
C -3.89 0.48 -2.28
C -4.61 1.08 -3.29
C -4.38 0.67 -4.60
C -3.44 -0.31 -4.85
C -2.73 -0.85 -3.78
N -2.96 -0.46 -2.53
H -5.55 2.10 -1.12
H -5.73 4.23 -0.04
H -5.27 5.58 1.98
H -3.96 4.62 3.84
H -3.10 2.31 3.70
H -5.35 1.84 -3.10
H -4.94 1.11 -5.41
H -3.23 -0.66 -5.85
H -1.97 -1.60 -3.92
Ge -1.84 -2.73 0.77
C -0.27 -2.86 1.87
C -0.51 -2.82 3.24
C 0.52 -3.01 4.15
C 1.81 -3.23 3.70
C 2.06 -3.26 2.33
C 1.03 -3.08 1.43
C -2.40 -4.29 -0.22
C -2.41 -5.47 0.52
C -2.86 -6.65 -0.05
C -3.30 -6.66 -1.36
C -3.29 -5.49 -2.10
C -2.84 -4.31 -1.53
H -2.98 -2.23 1.67
H -1.51 -2.63 3.62
H 0.32 -2.99 5.21
H 2.61 -3.39 4.40
H 3.07 -3.44 1.97
H 1.27 -3.11 0.38
H -2.07 -5.49 1.55
H -2.87 -7.56 0.54
H -3.65 -7.58 -1.81
H -3.63 -5.50 -3.13
H -2.84 -3.40 -2.13
C 0.47 -3.62 -2.33
C 1.00 -2.26 -1.96
O 2.18 -1.97 -2.12
N 0.10 -1.40 -1.44
Te 2.04 0.72 -1.36
C 3.91 1.67 -1.42
C 5.08 0.92 -1.44
C 5.16 -0.57 -1.52
C 6.29 1.62 -1.37
C 6.34 3.00 -1.30
C 7.65 3.72 -1.22
C 5.14 3.71 -1.31
C 3.92 3.07 -1.37
C 2.66 3.89 -1.39
C 1.45 1.26 0.57
C 2.21 0.81 1.65
C 3.47 0.01 1.50
C 1.77 1.13 2.93
C 0.61 1.87 3.14
C 0.14 2.18 4.53
C -0.12 2.29 2.04
C 0.27 1.99 0.74
C -0.56 2.49 -0.40
H 1.30 -4.32 -2.29
H 0.11 -3.56 -3.36
H -0.36 -3.96 -1.71
H 4.21 -1.06 -1.75
H 5.53 -0.99 -0.58
H 5.86 -0.85 -2.31
H 7.21 1.05 -1.39
H 8.49 3.03 -1.22
H 7.71 4.33 -0.32
H 7.77 4.39 -2.07
H 5.17 4.79 -1.28
H 2.84 4.84 -1.89
H 2.32 4.11 -0.38
H 1.85 3.40 -1.93
H 3.41 -0.72 0.68
H 3.67 -0.55 2.41
H 4.32 0.66 1.30
H 2.35 0.80 3.78
H 0.98 2.27 5.22
H -0.50 1.38 4.90
H -0.43 3.11 4.56
H -1.02 2.87 2.18
H -1.51 2.88 -0.02
H -0.80 1.71 -1.14
H -0.06 3.30 -0.94
```

Computed properties:
**Electronic energy**: -4859.79030 hartree
**HOMO level (alpha / beta)**: -13.05 / -13.17 eV
**Max |F|**: 1.01 eV Å⁻¹
**Net charge**: +2
**⟨S²⟩**: 3.77
**HOMO-LUMO gap (alpha / beta)**: 6.91 / 5.66 eV
**Spin multiplicity**: 4



Entry 2:
Molecular formula: C44H46AlB2ClN8O2P
Method: DFT, ωB97M-V with the def2-TZVPD basis set

XYZ file:
```
105
C44H46AlB2ClN8O2P | OMol25 | ωB97M-V with the def2-TZVPD basis set
Al -0.17 0.86 0.03
C -2.25 -0.56 2.45
C -0.88 -0.08 2.80
C -0.31 0.03 4.06
C 0.97 0.51 3.85
N 1.16 0.66 2.54
N 0.02 0.31 1.87
B 2.28 1.34 1.71
N 2.52 0.45 0.43
C 3.70 0.00 -0.04
C 3.51 -0.52 -1.30
C 2.15 -0.36 -1.57
C 1.43 -0.64 -2.84
N 1.56 0.21 -0.51
N 1.70 2.68 1.22
C 1.93 3.96 1.56
C 1.15 4.77 0.77
C 0.43 3.91 -0.06
C -0.48 4.30 -1.17
N 0.75 2.64 0.24
N 3.56 1.48 2.45
C 4.61 2.31 2.18
C 5.67 1.90 2.93
C 5.21 0.77 3.64
C 5.96 -0.08 4.60
N 3.94 0.51 3.34
H -2.84 -0.66 3.36
H -2.77 0.13 1.79
H -2.22 -1.54 1.96
H -0.77 -0.20 5.00
H 1.77 0.74 4.53
H 4.59 0.11 0.56
H 4.26 -0.94 -1.95
H 1.48 -1.70 -3.10
H 0.38 -0.35 -2.80
H 1.89 -0.09 -3.66
H 2.63 4.20 2.34
H 1.12 5.85 0.78
H -1.05 5.18 -0.91
H 0.11 4.53 -2.06
H -1.18 3.51 -1.45
H 4.52 3.12 1.47
H 6.65 2.35 2.97
H 6.58 0.54 5.25
H 5.28 -0.65 5.23
H 6.62 -0.77 4.08
Cl -1.29 -1.57 -0.84
C -1.33 -3.19 -0.19
C -2.42 -3.98 -0.47
C -2.42 -5.29 -0.02
C -1.34 -5.79 0.69
C -0.25 -4.98 0.97
C -0.25 -3.64 0.54
P 1.13 -2.57 0.96
C 1.29 -2.34 2.70
C 2.34 -1.54 3.19
C 2.50 -1.41 4.56
C 1.63 -2.03 5.44
C 0.55 -2.77 4.95
C 0.37 -2.92 3.59
C 2.58 -3.14 0.11
C 2.39 -3.64 -1.19
C 3.48 -4.05 -1.93
C 4.76 -3.96 -1.39
C 4.95 -3.47 -0.10
C 3.87 -3.05 0.65
H -3.25 -3.58 -1.04
H -3.27 -5.93 -0.23
H -1.33 -6.82 1.03
H 0.59 -5.36 1.52
H 3.00 -1.00 2.53
H 3.31 -0.79 4.93
H 1.77 -1.93 6.50
H -0.14 -3.24 5.64
H -0.46 -3.50 3.22
H 1.40 -3.72 -1.61
H 3.34 -4.46 -2.92
H 5.61 -4.30 -1.96
H 5.94 -3.43 0.32
H 4.02 -2.70 1.66
C -7.70 5.08 -1.88
C -7.63 3.63 -1.40
C -8.69 3.39 -0.32
C -7.94 2.71 -2.59
C -6.24 3.36 -0.82
C -5.81 4.10 0.29
C -4.56 3.94 0.88
C -3.74 2.99 0.31
O -2.45 2.61 0.66
B -2.10 1.64 -0.26
O -3.12 1.38 -1.14
C -4.14 2.25 -0.78
C -5.38 2.41 -1.37
H -8.68 5.29 -2.32
H -6.94 5.28 -2.65
H -7.54 5.79 -1.07
H -9.68 3.58 -0.73
H -8.55 4.05 0.53
H -8.66 2.36 0.04
H -8.94 2.93 -2.95
H -7.91 1.66 -2.31
H -7.25 2.87 -3.42
H -6.47 4.84 0.71
H -4.25 4.52 1.73
H -5.65 1.81 -2.23
```

Computed properties:
**Electronic energy**: -3386.27704 hartree
**HOMO level (alpha / beta)**: -12.44 / -12.44 eV
**Max |F|**: 1.44 eV Å⁻¹
**Net charge**: +2
**⟨S²⟩**: 0.76
**HOMO-LUMO gap (alpha / beta)**: 7.57 / 4.60 eV
**Spin multiplicity**: 2



Entry 3:
Molecular formula: C44H46ClIN2PS
Method: DFT, ωB97M-V with the def2-TZVPD basis set

XYZ file:
```
96
C44H46ClIN2PS | OMol25 | ωB97M-V with the def2-TZVPD basis set
C 0.67 -2.52 0.36
C -0.50 -1.62 1.04
C -0.92 -0.35 0.10
I -3.07 -0.22 -0.27
C -0.28 1.00 0.67
N 0.83 1.61 -0.07
C 1.49 2.83 0.32
Cl 2.83 3.42 -0.78
C 1.07 3.61 1.60
C 1.78 4.99 2.02
C -0.10 3.02 2.46
P -0.71 3.85 4.05
S 0.76 4.39 5.24
C -0.79 1.69 1.97
C -2.02 1.15 2.84
C -3.39 1.86 2.77
C -4.41 1.17 3.68
C -4.00 -0.07 4.47
N -2.76 -0.75 4.58
C -1.84 -0.05 3.75
H 1.45 -2.85 1.15
H 1.24 -1.91 -0.44
H 0.18 -3.45 -0.08
H -1.41 -2.24 1.34
H 0.00 -1.14 1.96
H -0.45 -0.58 -0.94
H 1.12 1.14 -0.94
H 1.91 5.58 1.04
H 1.12 5.64 2.69
H 2.82 4.79 2.47
H -1.51 2.92 4.82
H -1.55 4.98 3.75
H -3.56 2.79 2.13
H -5.48 1.57 3.75
H -4.85 -0.55 5.09
H -0.77 -0.50 3.77
C 5.48 1.43 -1.71
C 5.37 0.04 -1.77
C 6.42 -0.72 -2.28
C 7.59 -0.09 -2.72
C 7.70 1.30 -2.65
C 6.65 2.06 -2.15
H 4.66 2.02 -1.32
H 4.47 -0.44 -1.43
H 6.33 -1.79 -2.34
H 8.40 -0.68 -3.11
H 8.61 1.78 -2.99
H 6.73 3.14 -2.11
C -3.27 -5.09 7.85
C -3.32 -3.95 7.06
C -2.25 -3.61 6.24
C -1.12 -4.43 6.20
C -1.07 -5.57 6.99
C -2.14 -5.90 7.82
H -4.10 -5.35 8.49
H -4.21 -3.31 7.09
H -2.29 -2.71 5.63
H -0.29 -4.17 5.56
H -0.19 -6.21 6.96
H -2.09 -6.79 8.43
C 3.30 -1.10 -5.33
C 3.00 -2.05 -6.30
C 4.01 -2.58 -7.10
C 5.33 -2.17 -6.91
C 5.63 -1.22 -5.93
C 4.62 -0.69 -5.14
H 2.51 -0.68 -4.71
H 1.97 -2.37 -6.44
H 3.77 -3.31 -7.86
H 6.12 -2.58 -7.53
H 6.66 -0.91 -5.79
H 4.86 0.05 -4.39
C -2.27 -2.22 -3.07
C -1.89 -1.81 -4.35
C -1.48 -2.76 -5.29
C -1.46 -4.11 -4.95
C -1.84 -4.52 -3.68
C -2.24 -3.57 -2.74
H -2.59 -1.49 -2.34
H -1.91 -0.76 -4.61
H -1.17 -2.44 -6.28
H -1.14 -4.84 -5.69
H -1.83 -5.57 -3.42
H -2.54 -3.89 -1.74
C -5.03 6.48 -0.70
C -5.88 5.56 -1.30
C -5.56 4.20 -1.31
C -4.38 3.77 -0.71
C -3.52 4.69 -0.11
C -3.85 6.04 -0.11
H -5.28 7.53 -0.70
H -6.81 5.90 -1.76
H -6.22 3.49 -1.79
H -4.12 2.71 -0.72
H -2.60 4.35 0.36
H -3.18 6.76 0.36
```

Computed properties:
**Electronic energy**: -3310.65646 hartree
**HOMO level**: -10.72 eV
**Max |F|**: 6.75 eV Å⁻¹
**Net charge**: +1
**HOMO-LUMO gap**: 5.61 eV



Entry 4:
Molecular formula: C44H46F5MoN2O9Te2
Method: DFT, ωB97M-V with the def2-TZVPD basis set

XYZ file:
```
109
C44H46F5MoN2O9Te2 | OMol25 | ωB97M-V with the def2-TZVPD basis set
Mo 10.80 15.73 10.61
O 10.09 17.70 9.31
C 11.39 17.81 9.03
O 12.13 16.87 9.88
C 11.89 19.23 9.34
O 12.96 19.73 8.58
C 12.55 19.68 7.24
C 11.91 18.35 6.77
O 11.50 18.16 5.65
O 11.75 17.41 7.72
H 9.46 18.39 10.27
H 12.20 19.32 10.43
H 11.08 19.97 9.28
H 13.50 19.90 6.69
H 11.85 20.56 7.05
F 13.00 9.97 10.36
Te 13.18 11.91 10.59
F 15.06 15.86 15.63
F 13.60 12.08 8.65
F 12.48 11.91 12.55
F 8.96 15.25 9.88
O 11.77 14.56 11.60
C 8.49 5.85 10.53
C 8.65 6.84 9.42
C 8.13 6.53 8.15
C 8.08 7.49 7.15
C 8.70 8.70 7.29
C 9.40 9.03 8.39
N 10.31 10.09 8.38
C 10.52 11.00 7.28
C 10.64 10.58 5.96
C 10.36 11.43 4.86
C 10.01 12.73 5.15
C 10.15 13.24 6.45
C 10.48 12.44 7.53
C 11.09 13.12 8.72
O 11.30 12.26 9.82
O 11.24 14.36 8.81
C 9.32 8.11 9.54
C 10.04 8.51 10.79
H 7.70 5.14 10.28
H 8.19 6.37 11.45
H 9.43 5.35 10.72
H 7.79 5.51 7.92
H 7.47 7.27 6.29
H 8.63 9.40 6.49
H 10.57 10.48 9.26
H 10.65 9.51 5.75
H 10.30 11.06 3.88
H 9.67 13.35 4.33
H 10.14 14.30 6.60
H 10.70 9.38 10.55
H 10.75 7.70 11.06
H 9.44 8.72 11.66
C 20.05 19.89 15.84
C 19.22 18.82 15.18
C 18.75 18.84 13.87
C 17.83 17.92 13.34
C 17.27 18.09 11.95
C 17.35 16.88 14.16
Te 15.53 15.75 13.63
N 10.22 16.87 11.87
C 9.92 18.13 12.14
O 9.30 18.86 11.27
C 10.36 18.74 13.39
C 9.49 19.65 13.98
C 9.72 20.05 15.30
C 10.94 19.77 15.88
C 11.89 18.92 15.25
C 11.57 18.36 14.01
C 16.38 13.76 13.79
C 17.55 13.28 13.17
C 18.53 14.26 12.49
C 17.96 11.92 13.43
C 17.22 11.03 14.28
C 17.82 9.72 14.68
C 16.02 11.57 14.80
C 15.59 12.86 14.56
C 14.17 13.24 15.05
C 17.94 16.72 15.42
C 17.62 15.55 16.33
C 18.83 17.70 15.89
H 21.07 19.87 15.49
H 20.02 19.68 16.91
H 19.69 20.93 15.78
H 19.12 19.61 13.19
H 17.88 18.79 11.37
H 16.19 18.51 11.94
H 17.16 17.15 11.39
H 8.60 19.94 13.43
H 9.01 20.66 15.85
H 11.20 20.18 16.87
H 12.89 18.71 15.74
H 12.17 17.54 13.58
H 17.98 14.73 11.63
H 19.44 13.69 12.18
H 18.82 15.09 13.13
H 18.90 11.63 12.99
H 17.89 9.56 15.75
H 18.86 9.69 14.32
H 17.39 8.89 14.15
H 15.39 11.00 15.43
H 13.74 12.27 15.28
H 13.54 13.72 14.31
H 14.23 13.80 15.99
H 16.70 15.64 16.87
H 18.48 15.47 17.02
H 17.68 14.70 15.69
H 19.10 17.51 16.92
```

Computed properties:
**Electronic energy**: -3594.29318 hartree
**HOMO level (alpha / beta)**: -5.03 / -7.18 eV
**Max |F|**: 4.71 eV Å⁻¹
**⟨S²⟩**: 3.82
**HOMO-LUMO gap (alpha / beta)**: 1.99 / 3.68 eV
**Spin multiplicity**: 4